Version i
# C2H9N2O

A 2-piece molecular cluster, C2H9N2O overall (the ωB97M-V functional and the def2-TZVPD basis, the Open Molecules 2025 dataset).

charge: -1
Kohn-Sham gap: 0.26183 Ha
2S+1: 1

Last column: Löwdin charge in e.
Cartesian coordinates (Å):
C (-0.680, 2.365, -0.335)  -0.46
O (0.326, 1.450, -0.257)  -0.43
H (-0.516, 3.207, 0.386)  0.03
H (-1.682, 1.943, -0.082)  0.03
H (-0.817, 2.869, -1.321)  0.02
N (0.782, -0.894, 1.282)  -0.04
C (0.150, -1.833, 0.306)  -0.41
N (0.615, -1.595, -1.014)  -0.02
H (0.183, -0.752, 2.082)  0.03
H (0.693, -0.006, 0.728)  0.00
H (-0.923, -1.562, 0.360)  0.10
H (0.164, -2.904, 0.510)  0.07
H (1.582, -1.365, -1.082)  0.05
H (0.123, -0.924, -1.563)  0.04

***

Version ii
# C2H9N2O

A 2-piece molecular cluster, C2H9N2O overall (the ωB97M-V functional and the def2-TZVPD basis, the Open Molecules 2025 dataset).

charge: -1
Kohn-Sham gap: 0.26772 Ha
2S+1: 1

Last column: Löwdin charge in e.
Cartesian coordinates (Å):
C (-0.783, 1.287, 1.916)  -0.46
O (-1.183, 0.886, 0.676)  -0.46
H (-0.921, 0.341, 2.509)  0.04
H (0.265, 1.625, 1.987)  0.02
H (-1.326, 2.229, 2.371)  0.05
N (1.303, -0.912, -0.203)  -0.06
C (0.838, -0.697, -1.627)  -0.40
N (-0.555, -0.406, -1.760)  -0.04
H (0.637, -0.227, 0.318)  0.05
H (0.953, -1.713, 0.323)  0.03
H (1.473, 0.151, -1.888)  0.09
H (1.085, -1.639, -2.140)  0.08
H (-1.067, -1.233, -1.465)  0.05
H (-0.719, 0.308, -1.017)  0.01

***

Which of them is the most stable? Correct choice: version i.

***

Version i
# C12H36N6O6

A 6-piece molecular cluster, C12H36N6O6 overall (the ωB97M-V functional and the def2-TZVPD basis, the Open Molecules 2025 dataset).

charge: 0
structure (SMILES): NC(N)=O.NC(N)=O.NC(N)=O.CC(C)O.CC(C)O.CC(C)O
Kohn-Sham gap: 0.34874 Ha
2S+1: 1

Last column: Löwdin charge in e.
Cartesian coordinates (Å):
C (3.510, 1.339, 3.392)  -0.65
O (3.570, 1.817, 2.248)  -0.02
N (4.467, 1.619, 4.323)  0.15
N (2.549, 0.476, 3.754)  0.18
H (4.463, 1.168, 5.219)  0.09
H (5.123, 2.365, 4.205)  0.10
H (2.492, 0.121, 4.687)  0.10
H (1.950, 0.172, 2.992)  0.08
C (0.230, 0.996, 0.920)  -0.62
O (0.252, 0.046, 1.727)  -0.04
N (1.151, 1.968, 0.875)  0.19
N (-0.713, 1.055, -0.073)  0.18
H (1.085, 2.727, 0.195)  0.05
H (1.969, 1.987, 1.485)  0.05
H (-1.422, 0.347, -0.010)  0.08
H (-0.608, 1.772, -0.765)  0.09
C (1.717, -3.033, -1.430)  -0.69
O (2.014, -3.210, -2.615)  -0.01
N (1.645, -4.044, -0.531)  0.16
N (1.461, -1.807, -0.891)  0.17
H (1.308, -3.769, 0.384)  0.06
H (1.768, -4.971, -0.884)  0.11
H (1.483, -0.946, -1.394)  0.09
H (1.226, -1.815, 0.094)  0.06
C (2.097, 4.237, -3.075)  -0.04
C (2.100, 3.971, -1.568)  -0.47
C (2.974, 4.876, -0.727)  -0.05
O (0.766, 3.982, -1.001)  -0.09
H (2.922, 4.876, -3.401)  0.08
H (1.255, 4.856, -3.396)  0.08
H (2.110, 3.290, -3.607)  0.08
H (2.526, 2.971, -1.450)  0.13
H (2.761, 5.926, -0.964)  0.09
H (4.041, 4.734, -0.888)  0.09
H (2.736, 4.709, 0.324)  0.08
H (0.595, 4.926, -0.890)  0.10
C (-2.017, -3.039, 0.630)  -0.06
C (-1.059, -3.436, 1.794)  -0.44
C (-0.689, -4.868, 1.604)  -0.08
O (0.154, -2.637, 1.683)  -0.13
H (-2.798, -3.803, 0.649)  0.08
H (-1.545, -2.977, -0.350)  0.08
H (-2.438, -2.052, 0.830)  0.06
H (-1.534, -2.996, 2.673)  0.14
H (0.280, -5.207, 1.969)  0.08
H (-0.585, -5.070, 0.534)  0.07
H (-1.556, -5.461, 1.905)  0.09
H (-0.052, -1.699, 1.876)  0.04
C (-5.912, -0.487, -2.156)  -0.06
C (-4.512, -0.889, -1.733)  -0.48
C (-3.350, -0.250, -2.448)  -0.05
O (-4.404, -0.655, -0.322)  -0.08
H (-6.718, -0.540, -1.423)  0.07
H (-6.267, -1.078, -3.013)  0.08
H (-6.102, 0.507, -2.584)  0.08
H (-4.378, -1.981, -1.770)  0.13
H (-2.393, -0.409, -1.943)  0.06
H (-3.376, 0.843, -2.317)  0.08
H (-3.268, -0.398, -3.521)  0.09
H (-5.055, -1.150, 0.173)  0.08

***

Version ii
# C12H36N6O6

A 6-piece molecular cluster, C12H36N6O6 overall (the ωB97M-V functional and the def2-TZVPD basis, the Open Molecules 2025 dataset).

charge: 0
structure (SMILES): NC(N)=O.NC(N)=O.NC(N)=O.CC(C)O.CC(C)O.CC(C)O
Kohn-Sham gap: 0.35531 Ha
2S+1: 1

Last column: Löwdin charge in e.
Cartesian coordinates (Å):
C (0.032, -3.858, -3.679)  -0.63
O (-1.205, -3.958, -3.660)  -0.02
N (0.790, -4.678, -4.460)  0.15
N (0.676, -2.773, -3.175)  0.17
H (1.787, -4.615, -4.507)  0.09
H (0.309, -5.345, -5.034)  0.10
H (0.158, -2.215, -2.489)  0.05
H (1.679, -2.776, -3.150)  0.08
C (-3.970, -3.632, -1.436)  -0.70
O (-4.924, -3.666, -0.665)  0.00
N (-3.825, -2.740, -2.455)  0.15
N (-2.972, -4.572, -1.437)  0.15
H (-4.578, -2.073, -2.504)  0.11
H (-2.975, -2.686, -2.997)  0.08
H (-2.298, -4.571, -2.184)  0.04
H (-3.034, -5.343, -0.801)  0.10
C (-0.889, -0.350, -0.450)  -0.62
O (-0.267, -0.868, -1.391)  -0.02
N (-2.188, -0.621, -0.147)  0.19
N (-0.385, 0.671, 0.300)  0.18
H (-2.607, -1.343, -0.713)  0.08
H (-2.623, -0.118, 0.599)  0.07
H (-0.922, 1.057, 1.062)  0.04
H (0.461, 1.100, -0.036)  0.09
C (3.445, -1.079, 0.790)  -0.05
C (4.224, -0.658, -0.426)  -0.46
C (3.357, -0.550, -1.698)  -0.04
O (4.834, 0.613, -0.145)  -0.07
H (2.457, -0.617, 0.805)  0.07
H (3.932, -0.775, 1.718)  0.08
H (3.377, -2.168, 0.827)  0.08
H (5.031, -1.363, -0.646)  0.13
H (3.844, 0.043, -2.477)  0.08
H (2.362, -0.123, -1.579)  0.07
H (3.303, -1.575, -2.071)  0.07
H (4.719, 1.219, -0.879)  0.07
C (-2.392, 3.192, 1.214)  -0.05
C (-2.816, 2.515, 2.489)  -0.46
C (-4.240, 1.954, 2.417)  -0.05
O (-1.965, 1.360, 2.677)  -0.09
H (-2.486, 2.479, 0.392)  0.08
H (-1.390, 3.614, 1.201)  0.07
H (-3.100, 3.963, 0.900)  0.09
H (-2.734, 3.139, 3.385)  0.14
H (-4.969, 2.664, 2.021)  0.08
H (-4.578, 1.654, 3.414)  0.08
H (-4.325, 1.025, 1.850)  0.08
H (-2.155, 1.007, 3.552)  0.10
C (1.171, 3.937, 2.775)  -0.05
C (2.385, 3.553, 1.910)  -0.47
C (2.965, 2.243, 2.359)  -0.06
O (1.894, 3.337, 0.569)  -0.08
H (0.380, 3.195, 2.655)  0.06
H (0.710, 4.837, 2.361)  0.08
H (1.511, 4.096, 3.795)  0.08
H (3.067, 4.402, 1.832)  0.14
H (3.334, 2.283, 3.388)  0.09
H (3.809, 1.919, 1.748)  0.06
H (2.176, 1.493, 2.300)  0.08
H (2.635, 3.147, -0.013)  0.08

***

Which of them is the most stable? Correct choice: version ii.